DFT (ωB97M-V with the def2-TZVPD basis set) results for an isolated molecule of C4H8O2.

- SMILES = CCOCC=O
- energy relative to the best compared isomer or geometry (same formula, charge and spin) (kJ/mol) = 156.34
- LUMO level (eV) = 0.920
- HOMO energy (eV) = -9.64
- molecular weight (g/mol) = 88.11

Each line ends with the natural charge from an NBO analysis.
CARTESIAN COORDINATES (ANGSTROEM)
C 2.13 0.63 -0.24  -0.622
C 0.64 0.41 -0.39  -0.066
O 0.16 -0.34 0.71  -0.529
C -1.05 -1.01 0.49  -0.175
C -2.26 -0.11 0.36  0.415
O -3.39 -0.55 0.38  -0.512
H 2.66 -0.32 -0.27  0.213
H 2.35 1.12 0.72  0.217
H 2.50 1.27 -1.05  0.213
H 0.11 1.37 -0.45  0.163
H 0.43 -0.14 -1.33  0.163
H -1.20 -1.70 1.32  0.223
H -1.01 -1.59 -0.45  0.190
H -2.06 0.97 0.21  0.108